# C28H47N10O5P

A cluster of 10 separate species, C28H47N10O5P in total (wB97M-V/def2-TZVPD, the Open Molecules 2025 dataset).

Calculated values
- LUMO level: 0.0001 eV
- Energy: -2359.86700 Ha

The geometry in ORCA input format:
```
! RIJCOSX wB97M-V def2-TZVPD def2/J DEFGRID3
* xyz 0 1
C -1.744 -1.317 0.750
C -2.127 0.254 0.541
C -3.365 0.524 1.566
C -4.070 1.942 1.298
C -5.405 2.193 2.166
C -6.556 1.106 1.877
C -7.791 1.673 1.013
O -8.954 0.807 0.985
C -8.600 -0.537 0.718
O -8.590 -0.890 -0.492
O -8.334 -1.434 1.779
P -7.147 -2.626 1.363
O -6.349 -3.170 2.804
O -5.959 -2.001 0.318
H -2.697 -1.906 0.468
H -0.826 -1.633 0.156
H -1.566 -1.482 1.876
H -1.264 0.950 0.801
H -2.520 0.400 -0.536
H -3.029 0.488 2.666
H -4.062 -0.383 1.430
H -4.352 2.135 0.205
H -3.318 2.763 1.583
H -5.799 3.276 2.074
H -5.093 2.034 3.269
H -6.940 0.568 2.809
H -6.062 0.292 1.220
H -8.020 2.719 1.407
H -7.390 1.814 -0.063
H -5.433 -2.810 2.853
H -5.538 -2.711 -0.241
C 0.706 3.601 2.363
C -0.545 2.977 2.900
N -1.528 2.480 3.322
H 1.013 3.089 1.450
H 0.530 4.654 2.139
H 1.506 3.524 3.101
C 3.027 4.358 -1.592
C 1.775 3.737 -1.052
N 0.790 3.247 -0.627
H 3.332 3.843 -2.504
H 2.851 5.410 -1.818
H 3.826 4.281 -0.855
C 0.367 -4.473 2.847
C 1.089 -3.716 1.771
N 1.705 -3.112 0.895
H -0.233 -5.267 2.398
H 1.083 -4.920 3.544
H -0.291 -3.798 3.397
C 5.893 -2.915 0.400
C 4.410 -3.080 0.553
N 3.232 -3.211 0.669
H 6.261 -2.177 1.113
H 6.393 -3.868 0.583
H 6.127 -2.580 -0.610
C 7.848 -0.964 -3.314
C 7.697 -0.797 -1.834
N 7.579 -0.666 -0.667
H 8.633 -0.302 -3.684
H 8.115 -1.997 -3.545
H 6.909 -0.719 -3.813
C -4.980 -3.932 -3.402
C -4.564 -3.809 -1.968
N -4.237 -3.712 -0.838
H -5.508 -4.875 -3.555
H -5.641 -3.105 -3.667
H -4.100 -3.907 -4.046
C 11.154 -2.258 1.398
C 10.809 -2.335 -0.058
N 10.537 -2.396 -1.202
H 11.885 -1.466 1.565
H 10.257 -2.043 1.981
H 11.576 -3.208 1.730
C 0.271 -2.380 -2.660
C 1.033 -1.672 -3.740
N 1.630 -1.111 -4.590
H -0.334 -3.177 -3.094
H 0.965 -2.812 -1.937
H -0.385 -1.675 -2.145
C 5.042 7.198 0.707
C 3.840 6.331 0.926
N 2.893 5.648 1.099
H 4.727 8.201 0.416
H 5.627 7.260 1.626
H 5.664 6.776 -0.084
C -1.120 1.779 -3.521
C -2.322 0.914 -3.295
N -3.268 0.231 -3.118
H -1.434 2.782 -3.815
H -0.530 1.845 -2.604
H -0.500 1.355 -4.312
*
```

Want to see where the charge sits? The Mulliken charges in e are: C -0.522; C 0.451; C -0.301; C -0.626; C -0.748; C 0.135; C -0.514; O -0.349; C 0.656; O -0.518; O -0.186; P 0.132; O -0.478; O -0.229; H -0.034; H 0.059; H 0.258; H -0.039; H -0.119; H 0.294; H 0.029; H 0.271; H 0.340; H 0.402; H 0.245; H 0.357; H -0.298; H 0.326; H 0.281; H 0.326; H 0.283; C -0.638; C 0.336; N -0.430; H 0.116; H 0.268; H 0.350; C -0.922; C 0.565; N -0.517; H 0.359; H 0.279; H 0.237; C -0.848; C 0.229; N -0.495; H 0.243; H 0.288; H 0.231; C -0.769; C 0.516; N 0.013; H 0.277; H 0.282; H 0.004; C -0.879; C 0.498; N -0.510; H 0.321; H 0.275; H 0.345; C -0.829; C 0.550; N -0.571; H 0.338; H 0.287; H 0.267; C -0.729; C 0.347; N -0.399; H 0.265; H 0.249; H 0.271; C -0.100; C 0.284; N -0.474; H 0.269; H 0.139; H -0.107; C -0.842; C 0.437; N -0.424; H 0.282; H 0.292; H 0.277; C -0.536; C 0.352; N -0.455; H 0.344; H 0.018; H 0.289

***

# C3H6N4O

A structure of composition C3H6N4O (wB97M-V/def2-TZVPD, the Open Molecules 2025 dataset).

Calculated values
- LUMO level: 0.3309 eV
- Energy: -411.96311 Ha
- Relative energy (zero: lowest compared OMol25 entry of this formula, charge and spin): 154.3 kcal per mole

The geometry in ORCA input format:
```
! RIJCOSX wB97M-V def2-TZVPD def2/J DEFGRID3
* xyz 0 1
C -2.149 0.230 -0.580
C -0.854 -0.267 -0.226
C 0.844 -0.787 0.904
H -2.563 -0.757 -1.475
H -2.233 1.317 -0.990
H -2.842 -0.149 0.450
H 1.276 -1.997 2.243
H -0.284 2.454 -0.223
H 0.118 2.664 -1.988
N -0.580 -1.045 0.664
N 1.691 -1.259 1.620
N 0.162 0.497 -0.887
N -0.019 1.881 -1.038
O 1.338 0.112 -0.139
*
```

Want to see where the charge sits? The natural (NBO) charges in e are: C -0.679; C 0.390; C 0.623; H 0.245; H 0.281; H 0.260; H 0.366; H 0.362; H 0.425; N -0.501; N -0.658; N -0.021; N -0.722; O -0.370

***

# C69H55N10O3S4SbZr

A structure of composition C69H55N10O3S4SbZr (wB97M-V/def2-TZVPD, the Open Molecules 2025 dataset).

Calculated values
- LUMO level: -4.6272 eV
- Energy: -5315.16350 Ha
- Relative energy (zero: lowest compared OMol25 entry of this formula, charge and spin): 0.0 kcal per mole

The geometry in ORCA input format:
```
! RIJCOSX wB97M-V def2-TZVPD def2/J DEFGRID3
* xyz 2 1
Zr 0.081 -0.320 0.519
N 0.804 1.720 0.358
S 1.104 3.128 0.388
N 0.100 4.129 -0.450
S -1.272 4.517 0.141
N -2.144 3.513 0.931
S -2.572 1.979 0.526
N -1.688 0.854 0.804
C -2.994 2.045 -1.197
C -4.279 2.250 -1.677
C -4.471 2.317 -3.051
C -3.395 2.181 -3.917
C -2.117 1.959 -3.418
C -1.907 1.885 -2.052
C -4.055 1.923 1.475
C -4.999 2.946 1.441
C -6.132 2.829 2.225
C -6.302 1.714 3.043
C -5.338 0.718 3.084
C -4.202 0.814 2.291
C -1.160 5.887 1.252
C -0.427 6.975 0.788
C -0.339 8.097 1.589
C -0.974 8.119 2.828
C -1.698 7.022 3.272
C -1.801 5.884 2.481
C -2.129 5.222 -1.232
C -1.519 5.367 -2.467
C -2.228 6.003 -3.478
C -3.508 6.480 -3.240
C -4.101 6.328 -1.989
C -3.411 5.698 -0.971
C 1.168 3.804 2.019
C 0.386 3.147 2.961
C 0.343 3.646 4.253
C 1.079 4.775 4.586
C 1.852 5.425 3.629
C 1.898 4.947 2.329
C 2.650 3.561 -0.340
C 2.752 4.179 -1.578
C 4.016 4.364 -2.123
C 5.143 3.946 -1.429
C 5.021 3.323 -0.191
C 3.768 3.112 0.359
H -5.127 2.319 -1.013
H -5.470 2.467 -3.443
H -3.555 2.235 -4.986
H -1.281 1.834 -4.095
H -0.915 1.702 -1.660
H -4.842 3.832 0.841
H -6.880 3.610 2.207
H -7.189 1.632 3.657
H -5.468 -0.139 3.733
H -3.434 0.052 2.297
H 0.060 6.944 -0.180
H 0.220 8.958 1.248
H -0.902 9.002 3.451
H -2.190 7.048 4.235
H -2.359 5.016 2.804
H -0.521 4.986 -2.629
H -1.773 6.132 -4.451
H -4.050 6.981 -4.031
H -5.096 6.714 -1.807
H -3.846 5.594 0.017
H -0.172 2.266 2.673
H -0.254 3.146 5.006
H 1.061 5.147 5.603
H 2.425 6.303 3.899
H 2.493 5.450 1.576
H 1.865 4.507 -2.100
H 4.120 4.843 -3.088
H 6.126 4.114 -1.850
H 5.905 3.013 0.352
H 3.659 2.617 1.320
C 5.936 -0.507 -0.079
N 4.531 -0.437 -0.503
C 4.239 -0.225 -1.810
C 2.975 -0.141 -2.282
C 1.955 -0.329 -1.323
O 0.687 -0.309 -1.583
N 2.236 -0.573 -0.033
C 3.525 -0.573 0.468
O 3.792 -0.687 1.641
H 6.424 0.454 -0.233
H 6.451 -1.276 -0.652
H 5.959 -0.760 0.974
H 5.096 -0.128 -2.464
H 2.755 0.023 -3.324
C -2.606 -6.794 0.348
C -1.722 -6.542 1.388
C -0.750 -5.555 1.257
C -0.659 -4.821 0.076
C -1.550 -5.078 -0.967
C -2.518 -6.065 -0.832
Sb 0.720 -3.233 -0.183
C 2.238 -3.784 1.198
C 1.969 -3.737 2.567
C 2.951 -4.065 3.493
C 4.218 -4.432 3.058
C 4.500 -4.463 1.700
C 3.516 -4.139 0.773
C 1.577 -3.932 -1.981
C 2.093 -5.227 -2.032
C 2.599 -5.725 -3.223
C 2.579 -4.943 -4.373
C 2.039 -3.665 -4.335
C 1.534 -3.160 -3.141
H -3.357 -7.567 0.451
H -1.780 -7.121 2.302
H -0.051 -5.388 2.068
H -1.483 -4.524 -1.898
H -3.196 -6.271 -1.650
H 0.992 -3.440 2.929
H 2.726 -4.028 4.552
H 4.984 -4.693 3.778
H 5.488 -4.746 1.358
H 3.759 -4.160 -0.282
H 2.089 -5.855 -1.148
H 3.002 -6.730 -3.258
H 2.973 -5.337 -5.301
H 1.999 -3.066 -5.237
H 1.092 -2.172 -3.126
S -3.971 -2.951 1.710
C -2.346 -2.434 1.728
N -1.898 -1.873 0.650
C -2.906 -1.829 -0.326
C -2.759 -1.361 -1.631
C -3.852 -1.393 -2.469
C -5.088 -1.890 -2.028
C -5.237 -2.384 -0.749
C -4.124 -2.356 0.093
H -1.727 -2.592 2.604
H -1.801 -1.000 -1.990
H -3.755 -1.036 -3.487
H -5.930 -1.904 -2.708
H -6.183 -2.792 -0.414
O 0.077 -1.142 2.366
N 0.974 -0.192 2.602
C 1.591 -0.154 3.714
C 2.581 0.882 3.904
N 3.358 1.711 4.063
C 1.305 -1.107 4.758
N 1.050 -1.870 5.576
*
```

Mulliken atomic charge list, values in e, 99 entries: Zr 0.213; N 0.103; S 0.657; N 0.009; S 0.551; N 0.184; S 1.388; N 0.511; C 1.579; C -0.833; C -1.196; C -1.244; C -0.955; C 1.023; C 0.056; C -0.121; C -0.977; C -0.815; C -0.930; C -0.496; C 0.685; C -0.948; C -0.836; C -0.585; C -0.886; C -0.022; C 0.970; C -0.168; C -0.789; C -0.724; C -0.945; C -0.717; C 1.372; C 0.211; C -1.086; C -0.920; C -1.075; C -0.805; C 0.336; C -0.467; C -0.832; C -0.825; C -0.698; C -0.499; H 0.625; H 0.553; H 0.468; H 0.587; H -0.569; H 0.380; H 0.484; H 0.444; H 0.517; H 0.061; H 0.416; H 0.482; H 0.451; H 0.516; H 0.537; H 0.363; H 0.525; H 0.453; H 0.499; H 0.244; H -0.049; H 0.537; H 0.478; H 0.514; H 0.628; H 0.392; H 0.485; H 0.438; H 0.613; H 0.461; C -1.200; N 0.407; C -0.621; C -1.257; C 1.694; O -0.491; N 1.188; C -0.489; O -0.703; H 0.350; H 0.408; H 0.335; H 0.589; H 0.610; C -0.665; C -0.783; C -0.334; C 0.840; C -0.738; C -0.698; Sb 1.319; C 1.138; C -0.328; C -1.416; C -0.808

***

Going through the records in order, we get Kohn-Sham gap values of 5.86 9.73 7.61 eV.
Going through the records in order, we get highest occupied orbital energy values of -5.86 -9.40 -12.23 eV.